Entry 1:
Molecular formula: C60H134F12N7O12
Method: DFT, ωB97M-V/def2-TZVPD

Calculated values
highest occupied orbital energy: -12.22 eV
charge: +3
E: -4849.98412 Eh
orbital gap: 7.90 eV
spin multiplicity: 1

Each line ends with the Mulliken charge.
CARTESIAN COORDINATES (ANGSTROEM)
C 4.387 -5.402 2.799  -0.87
N 5.051 -4.414 3.719  0.31
C 4.016 -3.317 3.846  -0.50
C 5.276 -5.024 5.080  -0.84
C 6.366 -4.009 3.118  -0.64
C 6.610 -3.410 1.661  -0.71
O 5.964 -2.183 1.435  -0.46
H 4.926 -6.313 2.753  0.37
H 4.235 -4.847 1.891  0.28
H 3.432 -5.650 3.290  0.46
H 3.139 -3.781 4.208  0.54
H 3.835 -2.872 2.877  -0.24
H 4.452 -2.573 4.484  0.37
H 4.384 -5.646 5.219  0.37
H 5.363 -4.235 5.844  0.34
H 6.152 -5.604 5.076  0.37
H 6.935 -4.920 3.073  0.44
H 6.803 -3.221 3.779  0.37
H 6.289 -4.135 0.895  0.32
H 7.709 -3.266 1.695  0.45
H 5.054 -2.372 1.020  0.37
C -5.994 1.612 -2.569  -0.33
N -6.186 0.803 -1.321  0.45
C -7.073 -0.335 -1.616  -0.90
C -4.828 0.372 -0.745  0.14
C -6.964 1.663 -0.313  -0.71
C -6.131 2.918 0.182  0.52
O -4.927 2.582 0.885  -0.62
H -5.797 2.621 -2.202  0.25
H -6.900 1.476 -3.155  0.29
H -5.107 1.264 -3.165  -0.11
H -7.583 -0.688 -0.689  0.38
H -6.424 -1.166 -1.900  0.08
H -7.818 -0.104 -2.303  0.52
H -4.842 0.221 0.357  0.35
H -4.274 1.274 -0.941  0.28
H -4.568 -0.526 -1.432  -0.62
H -7.230 1.056 0.587  0.37
H -7.848 2.002 -0.848  0.40
H -6.834 3.497 0.830  0.31
H -5.749 3.508 -0.649  -0.66
H -4.308 3.375 0.667  0.53
C 0.518 4.406 8.395  -0.98
N 1.167 3.512 9.405  0.10
C 2.609 3.864 9.487  -0.67
C 0.435 3.734 10.681  -0.93
C 0.832 2.103 9.016  -0.92
C 0.917 1.758 7.544  -0.13
O 2.064 2.197 6.890  -0.64
H -0.486 4.132 8.138  0.35
H 1.095 4.298 7.440  0.36
H 0.629 5.450 8.779  0.45
H 3.035 3.881 8.493  0.25
H 3.089 3.018 10.050  0.33
H 2.601 4.831 10.045  0.37
H 0.805 3.058 11.515  0.34
H -0.600 3.597 10.584  0.43
H 0.674 4.778 10.974  0.41
H -0.165 1.994 9.403  0.38
H 1.472 1.464 9.635  0.41
H 0.071 2.131 7.009  0.19
H 0.782 0.684 7.432  0.52
H 1.949 2.149 5.932  0.43
C -1.525 6.280 2.004  -0.93
N -0.497 5.151 2.012  0.63
C -1.326 3.946 2.060  -0.29
C 0.342 5.121 0.707  -0.17
C 0.481 5.219 3.118  -0.50
C 0.050 4.923 4.601  -0.83
O 0.256 3.601 4.973  -0.46
H -2.178 6.072 1.145  0.16
H -1.056 7.267 2.058  0.33
H -2.085 6.083 2.887  0.41
H -2.329 4.087 2.475  0.37
H -0.763 3.110 2.542  -0.23
H -1.547 3.647 1.071  0.23
H 0.921 4.186 0.768  -0.14
H 0.840 6.078 0.780  0.47
H -0.322 5.173 -0.224  -0.05
H 0.926 6.219 3.048  0.56
H 1.272 4.519 2.897  0.14
H -0.965 5.166 4.752  0.49
H 0.713 5.626 5.162  0.29
H 1.062 2.991 4.480  0.60
C 5.358 2.004 -3.487  -1.71
C 4.791 1.785 -2.042  1.25
C 5.799 2.061 -0.948  -1.24
N 5.298 1.955 0.483  0.67
C 4.714 0.603 0.676  -1.22
C 4.258 3.118 0.733  0.45
C 4.846 3.876 1.945  -0.58
C 6.359 3.678 1.711  -0.80
C 6.436 2.225 1.444  -0.55
H 4.520 1.793 -4.189  0.38
H 6.139 1.319 -3.792  0.39
H 5.734 2.973 -3.641  0.47
H 4.465 0.733 -1.953  -0.52
H 3.873 2.433 -1.919  0.14
H 6.143 3.092 -1.038  0.43
H 6.668 1.451 -0.992  0.57
H 4.556 0.482 1.732  0.32
H 5.400 -0.126 0.312  0.94
H 3.763 0.505 0.180  -0.26
H 3.321 2.571 0.924  -0.60
H 4.216 3.672 -0.197  0.24
H 4.532 3.453 2.931  0.13
H 4.492 4.918 1.951  0.49
H 6.919 3.924 2.585  0.52
H 6.750 4.280 0.867  0.30
H 6.246 1.691 2.355  0.37
H 7.315 1.787 0.937  0.33
C -6.726 -4.313 -1.302  -1.51
C -5.298 -4.758 -1.106  0.99
C -4.766 -4.990 0.316  -1.05
N -3.441 -4.254 0.574  0.61
C -2.399 -4.748 -0.376  -0.86
C -3.602 -2.782 0.377  -0.35
C -2.639 -2.159 1.348  0.26
C -2.526 -3.054 2.573  -0.77
C -3.003 -4.450 2.051  -0.88
H -6.961 -3.597 -0.460  0.26
H -7.468 -5.151 -1.173  0.41
H -6.840 -3.860 -2.282  0.31
H -4.536 -4.164 -1.616  -0.80
H -5.266 -5.726 -1.666  0.43
H -4.576 -6.062 0.531  0.44
H -5.434 -4.666 1.193  0.54
H -2.556 -4.440 -1.397  0.28
H -2.476 -5.812 -0.306  0.35
H -1.432 -4.446 -0.017  0.40
H -3.453 -2.602 -0.659  -0.17
H -4.676 -2.613 0.647  0.26
H -1.658 -2.018 0.838  -0.38
H -3.021 -1.196 1.633  0.69
H -1.553 -3.039 3.034  0.31
H -3.261 -2.880 3.298  0.44
H -2.181 -5.101 1.963  0.43
H -3.757 -4.949 2.653  0.35
C 0.721 -0.894 -6.917  -1.50
C 1.418 -2.197 -7.183  0.47
C 0.447 -3.263 -7.723  -0.80
N 0.995 -4.651 -7.895  0.12
C 1.938 -4.563 -9.034  -0.96
C -0.192 -5.641 -8.220  -0.45
C -0.861 -5.851 -6.835  -0.54
C 0.327 -5.758 -5.810  -0.27
C 1.566 -5.257 -6.654  -0.61
H 0.380 -0.433 -7.823  0.43
H 1.345 -0.132 -6.496  0.47
H -0.107 -1.016 -6.248  0.13
H 1.823 -2.558 -6.244  -0.20
H 2.299 -2.095 -7.831  0.37
H -0.020 -2.987 -8.698  0.44
H -0.378 -3.278 -6.994  0.13
H 2.863 -4.001 -8.739  0.35
H 1.427 -4.112 -9.927  0.31
H 2.201 -5.580 -9.242  0.52
H 0.316 -6.507 -8.592  0.42
H -0.848 -5.094 -8.959  0.34
H -1.304 -6.863 -6.693  0.45
H -1.704 -5.184 -6.609  0.12
H 0.655 -6.728 -5.451  0.48
H 0.045 -5.173 -4.967  0.04
H 2.095 -6.140 -7.110  0.44
H 2.269 -4.650 -6.077  0.35
C 1.809 1.104 3.196  0.21
O 1.505 1.666 1.885  1.12
O 2.026 2.029 4.111  -1.40
C 0.662 0.138 3.594  0.57
F 1.089 -0.498 4.752  -0.34
F -0.495 0.865 3.877  -0.28
F 0.396 -0.917 2.794  -0.10
C 0.951 0.782 0.874  -0.73
C 1.077 1.525 -0.432  -0.51
H 0.471 2.472 -0.454  -0.10
H 2.067 1.630 -0.898  -0.11
H 0.498 0.826 -1.095  0.32
H -0.117 0.641 0.963  0.65
H 1.523 -0.169 0.914  -0.13
H 2.646 0.439 2.942  -0.37
C 3.108 -3.654 -0.380  -0.19
O 3.751 -3.682 -1.678  -0.54
O 3.690 -3.031 0.614  -0.73
C 1.532 -3.208 -0.525  0.69
F 0.764 -3.937 -1.398  -0.21
F 0.891 -3.505 0.642  -0.19
F 1.277 -1.895 -0.853  -0.07
C 4.051 -2.482 -2.344  0.32
C 3.145 -2.200 -3.543  -0.77
H 2.057 -2.341 -3.215  -0.02
H 3.233 -1.202 -3.935  0.36
H 3.313 -3.011 -4.270  0.17
H 5.121 -2.552 -2.616  0.53
H 3.928 -1.697 -1.558  -0.42
H 2.998 -4.732 -0.214  0.03
C -3.694 5.314 -1.089  -0.24
O -4.955 5.504 -1.725  -0.23
O -3.599 4.490 -0.054  -0.74
C -2.904 4.649 -2.295  0.61
F -2.715 5.449 -3.344  -0.33
F -1.690 4.238 -1.900  -0.24
F -3.508 3.527 -2.780  -0.15
C -5.472 6.843 -1.599  -0.17
C -6.750 6.722 -2.383  -1.27
H -6.574 6.398 -3.431  0.27
H -7.396 5.922 -1.987  0.23
H -7.286 7.617 -2.447  0.47
H -4.817 7.612 -2.015  0.29
H -5.573 6.942 -0.507  0.30
H -3.290 6.326 -0.894  0.31
C -3.267 -1.624 -3.499  0.55
O -3.857 -0.793 -4.490  -0.42
O -4.170 -2.153 -2.727  -0.87
C -2.349 -2.690 -4.145  0.59
F -3.024 -3.574 -4.938  -0.39
F -1.280 -2.398 -4.903  -0.16
F -1.768 -3.421 -3.114  -0.18
C -2.843 -0.021 -5.272  0.12
C -3.623 1.231 -5.779  -1.11
H -4.569 0.866 -6.127  0.32
H -3.795 1.816 -4.888  0.01
H -3.125 1.682 -6.660  0.44
H -2.544 -0.666 -6.086  0.23
H -1.972 0.214 -4.574  0.18
H -2.443 -0.987 -2.952  -0.31


Entry 2:
Molecular formula: C60H135N5O25P5
Method: DFT, ωB97M-V/def2-TZVPD

Calculated values
highest occupied orbital energy (alpha / beta): -7.00 / -7.93 eV
E: -6228.24140 Eh
orbital gap (alpha / beta): 7.33 / 8.26 eV
spin multiplicity: 6

Each line ends with the Löwdin spin population.
CARTESIAN COORDINATES (ANGSTROEM)
C 2.511 -6.126 2.660  0.00
O 2.160 -5.127 1.745  0.00
P 0.831 -5.088 0.823  0.00
O 0.790 -3.918 -0.037  0.00
O 0.705 -6.514 0.100  0.00
C 1.424 -6.628 -1.244  0.00
O -0.296 -5.121 1.919  0.00
C -1.725 -5.518 1.707  0.00
H 3.335 -6.749 2.382  0.00
H 1.716 -6.797 2.719  0.00
H 2.782 -5.699 3.621  0.00
H 1.008 -7.521 -1.657  0.00
H 2.509 -6.680 -1.116  0.00
H 1.315 -5.808 -1.971  0.00
H -2.117 -5.172 0.751  0.00
H -2.185 -4.923 2.472  0.00
H -1.872 -6.595 1.754  0.00
C -1.850 -6.010 -2.544  0.00
O -2.784 -4.953 -2.562  0.00
P -4.289 -5.280 -2.103  0.00
O -5.005 -6.390 -2.652  0.00
O -5.062 -3.955 -2.429  0.00
C -4.685 -2.488 -2.220  0.00
O -4.097 -5.455 -0.529  0.00
C -5.172 -5.946 0.236  0.00
H -1.836 -6.481 -1.597  0.00
H -0.888 -5.613 -2.718  0.00
H -1.928 -6.670 -3.361  0.00
H -4.010 -2.281 -1.371  0.00
H -5.634 -1.972 -2.071  0.00
H -4.151 -2.143 -3.079  0.00
H -6.156 -5.576 -0.102  0.00
H -5.117 -5.572 1.311  0.00
H -5.195 -7.015 0.244  0.00
C -3.989 -0.033 4.833  0.00
O -3.256 -1.195 4.899  0.00
P -3.938 -2.638 5.115  0.00
O -5.353 -2.668 5.454  0.00
O -2.904 -3.461 5.990  0.00
C -1.498 -3.149 6.042  0.00
O -3.678 -3.298 3.688  0.00
C -4.355 -2.718 2.553  0.00
H -4.560 0.188 3.940  0.00
H -3.219 0.731 5.005  0.00
H -4.763 0.056 5.611  0.00
H -0.956 -3.162 5.109  0.00
H -1.052 -3.971 6.681  0.00
H -1.306 -2.217 6.533  0.00
H -3.781 -1.944 2.044  0.00
H -5.216 -2.181 2.910  0.00
H -4.633 -3.535 1.874  0.00
C -3.916 3.662 2.256  0.00
O -5.046 2.802 1.972  0.00
P -5.606 2.751 0.480  0.00
O -4.587 2.995 -0.610  0.00
O -6.805 3.764 0.351  0.00
C -7.485 4.215 1.509  0.00
O -6.383 1.327 0.385  0.00
C -5.642 0.101 0.334  0.00
H -4.087 4.193 3.184  0.00
H -3.748 4.437 1.504  0.00
H -3.034 3.045 2.306  0.00
H -6.946 4.387 2.450  0.00
H -8.312 3.516 1.799  0.00
H -8.026 5.103 1.203  0.00
H -5.859 -0.340 -0.656  0.00
H -5.831 -0.519 1.149  0.00
H -4.610 0.352 0.433  0.00
C -1.790 2.235 0.128  0.00
O -0.825 1.159 0.183  0.00
P -1.539 -0.169 0.668  0.00
O -2.650 -0.061 1.611  0.00
O -1.987 -1.062 -0.593  0.00
C -0.961 -1.191 -1.655  0.00
O -0.345 -0.911 1.224  0.00
C -0.582 -2.021 2.213  0.00
H -1.470 2.972 0.861  0.00
H -2.820 1.905 0.180  0.00
H -1.692 2.628 -0.890  0.00
H -0.809 -2.254 -1.785  0.00
H -0.007 -0.746 -1.380  0.00
H -1.259 -0.632 -2.538  0.00
H -1.314 -2.716 1.667  0.00
H -0.910 -1.702 3.198  0.00
H 0.382 -2.496 2.179  0.00
C 3.330 -0.389 0.348  0.03
C 4.647 -0.363 -0.742  0.01
C 3.979 -0.911 -1.895  0.00
C 3.081 0.078 -2.605  0.00
C 3.409 1.651 -2.629  0.00
C 4.094 2.073 -1.340  0.04
N 4.913 1.100 -0.862  0.38
O 5.795 1.449 -0.044  0.48
C 4.715 3.456 -1.794  0.01
C 2.884 2.455 -0.387  0.03
C 5.955 -1.337 -0.346  0.00
H 3.466 -1.395 0.811  0.00
H 2.269 -0.355 -0.084  0.00
H 3.489 0.354 1.204  0.00
H 4.865 -1.080 -2.559  0.00
H 3.461 -1.810 -1.626  0.00
H 2.247 0.076 -1.901  0.00
H 2.714 -0.485 -3.525  0.00
H 2.434 1.941 -3.013  0.00
H 4.100 1.778 -3.418  0.00
H 5.182 4.090 -1.042  0.00
H 5.064 3.296 -2.839  0.00
H 3.811 4.111 -1.908  0.00
H 2.875 2.565 0.719  0.00
H 2.414 3.428 -0.635  0.00
H 2.114 1.700 -0.350  0.00
H 6.425 -1.458 -1.351  0.00
H 5.404 -2.203 -0.058  0.00
H 6.680 -1.110 0.478  0.00
C 2.493 -0.978 -6.997  0.00
C 1.030 -0.739 -7.271  0.02
C 0.625 -1.538 -8.590  0.00
C -0.891 -1.886 -8.702  0.00
C -1.154 -3.012 -7.641  0.00
C -1.178 -2.399 -6.184  0.01
N 0.281 -1.480 -6.049  0.46
O 0.644 -1.068 -4.911  0.48
C -2.458 -1.852 -5.635  0.01
C -0.748 -3.606 -5.279  0.01
C 0.597 0.739 -7.405  0.02
H 2.933 -1.963 -7.122  0.00
H 2.661 -0.648 -5.959  0.00
H 3.352 -0.366 -7.474  0.00
H 0.921 -0.801 -9.319  0.00
H 1.334 -2.306 -8.571  0.00
H -0.985 -2.501 -9.586  0.00
H -1.472 -0.931 -8.909  0.00
H -0.339 -3.765 -7.720  0.00
H -2.118 -3.583 -7.762  0.00
H -3.024 -1.300 -6.454  0.00
H -3.274 -2.559 -5.436  0.00
H -2.302 -1.026 -4.973  0.00
H 0.234 -4.150 -5.354  0.00
H -0.971 -3.460 -4.190  0.00
H -1.394 -4.478 -5.522  0.00
H 0.462 1.161 -6.412  0.00
H -0.268 1.035 -8.011  0.00
H 1.374 1.339 -7.888  0.00
C 8.032 1.374 6.846  0.01
C 6.492 1.389 6.463  0.01
C 6.294 2.554 5.392  0.00
C 6.450 2.166 3.934  0.00
C 5.530 0.967 3.645  0.01
C 5.986 -0.343 4.400  0.02
N 6.167 -0.004 5.869  0.41
O 6.044 -0.812 6.895  0.51
C 5.048 -1.469 4.039  0.00
C 7.522 -0.681 3.858  0.02
C 5.751 1.747 7.710  0.00
H 8.610 2.222 7.238  0.00
H 8.580 0.945 5.976  0.00
H 8.090 0.655 7.725  0.00
H 5.201 2.766 5.392  0.00
H 6.778 3.570 5.625  0.00
H 7.346 1.678 3.619  0.00
H 6.169 2.961 3.274  0.00
H 5.535 0.635 2.607  0.00
H 4.570 1.094 4.029  0.00
H 5.487 -1.820 3.033  0.00
H 4.977 -2.381 4.645  0.00
H 4.007 -1.087 3.909  0.00
H 8.108 -1.398 4.378  0.00
H 7.521 -0.826 2.758  0.00
H 8.202 0.128 4.108  0.00
H 4.715 2.065 7.767  0.00
H 6.177 2.413 8.513  0.00
H 5.693 0.836 8.362  0.00
C -1.988 4.303 -3.341  0.02
C -1.733 3.009 -4.256  0.03
C -2.782 1.944 -3.932  0.00
C -4.108 2.291 -4.573  0.00
C -3.981 2.240 -6.083  0.00
C -2.974 3.199 -6.539  0.03
N -1.640 3.209 -5.730  0.39
O -0.894 4.070 -6.048  0.49
C -2.505 2.834 -7.906  0.00
C -3.630 4.812 -6.554  0.02
C -0.450 2.354 -3.937  0.01
H -1.211 5.032 -3.647  0.00
H -1.765 3.914 -2.263  0.00
H -2.956 4.895 -3.448  0.00
H -2.269 1.176 -4.528  0.00
H -2.567 1.609 -2.867  0.00
H -4.467 3.308 -4.325  0.00
H -4.910 1.536 -4.273  0.00
H -4.854 2.580 -6.679  0.00
H -3.361 1.339 -6.279  0.00
H -1.814 3.583 -8.286  0.00
H -2.020 1.850 -7.837  0.00
H -3.310 2.718 -8.586  0.00
H -3.812 5.201 -5.527  0.00
H -2.846 5.383 -7.067  0.00
H -4.528 4.969 -7.234  0.00
H -0.312 1.822 -2.966  0.00
H 0.343 3.091 -4.090  0.00
H -0.326 1.714 -4.846  0.00
C 1.728 2.211 2.889  0.00
C 0.957 2.300 4.105  0.04
C 1.760 2.375 5.371  0.00
C 0.960 2.750 6.628  0.00
C 0.488 4.227 6.509  0.00
C -0.410 4.445 5.288  0.05
N 0.188 3.720 3.793  0.44
O -0.512 3.796 2.953  0.40
C -1.720 3.629 5.512  0.02
C -0.593 5.811 4.909  0.00
C -0.173 1.164 4.252  0.02
H 1.142 1.706 2.133  0.00
H 2.355 1.415 3.325  0.00
H 2.293 3.074 2.504  0.00
H 2.145 1.381 5.526  0.00
H 2.681 2.852 5.204  0.00
H 1.393 2.560 7.686  0.00
H 0.012 2.149 6.619  0.00
H 1.242 4.961 6.754  0.00
H -0.239 4.243 7.351  0.00
H -2.247 4.273 6.168  0.00
H -2.195 3.632 4.520  0.00
H -1.863 2.792 6.081  0.00
H -0.031 6.302 4.133  0.00
H -1.693 5.833 4.949  0.00
H -0.495 6.344 5.899  0.00
H -1.153 1.282 3.896  0.00
H -0.012 0.621 5.233  0.00
H 0.321 0.493 3.482  0.00